# 1
Formula: C31H62BrNO8P
Source: OMol25
Level of theory: wB97M-V/def2-TZVPD

Geometry as XYZ:
```
104
C31H62BrNO8P (wB97M-V/def2-TZVPD)
C 1.1813 -5.0534 0.7802
C 1.6294 -4.2643 -0.4628
C 0.4855 -3.9342 -1.4361
C 0.5577 -2.5368 -2.0639
C 0.6378 -1.3748 -1.0581
N -0.6573 -0.5925 -1.0124
C -1.6437 -1.2966 -0.1265
C -1.5530 -0.9886 1.3694
C -2.9005 -1.4765 1.9330
C -3.2189 -2.9572 1.6366
C -4.3289 -3.1807 0.6150
O -5.5464 -3.2480 1.3166
C -6.6813 -3.2621 0.4781
C -1.1449 0.4815 1.7411
C 0.2760 0.5498 2.3928
C 1.5400 0.7093 1.5288
P 2.9571 0.9774 2.6491
O 2.5683 1.2928 4.0240
O 3.8479 -0.3446 2.5772
C 4.5925 -0.6578 1.3812
C 4.5839 -2.1635 1.1590
O 3.7714 2.0818 1.8484
C 5.0010 2.5819 2.4552
C 6.1463 2.4587 1.4558
C -2.0909 1.1147 2.7937
C -1.9907 0.8384 4.2927
O -2.3458 1.6319 5.0833
Br -1.3970 -0.8965 4.9706
C -1.1919 1.4402 0.5099
C -2.5610 2.0180 0.1367
O -3.4565 0.9692 -0.1613
C -4.8346 1.3107 0.0219
C -5.3072 2.3786 -0.9437
C -0.5110 0.8891 -0.7522
H 1.0920 -4.4084 1.6559
H 0.2120 -5.5283 0.6182
H 1.8880 -5.8427 1.0302
H 2.3851 -4.8414 -0.9967
H 2.1301 -3.3500 -0.1363
H 0.5010 -4.6535 -2.2574
H -0.4845 -4.0783 -0.9504
H -0.3134 -2.4042 -2.7154
H 1.4321 -2.4854 -2.7146
H 0.7919 -1.7543 -0.0495
H 1.4362 -0.6811 -1.3078
H -1.0435 -0.6683 -1.9500
H -1.4582 -2.3558 -0.2878
H -2.6352 -1.0739 -0.5089
H -0.7891 -1.6442 1.8044
H -2.9237 -1.3428 3.0090
H -3.7010 -0.8612 1.5153
H -3.5750 -3.4108 2.5624
H -2.3231 -3.5212 1.3599
H -4.3831 -2.3499 -0.1076
H -4.1635 -4.0976 0.0321
H -6.8404 -4.2528 0.0394
H -7.5461 -3.0018 1.0839
H -6.5855 -2.5305 -0.3332
H 0.4094 -0.3470 2.9929
H 0.2856 1.3948 3.0823
H 1.4960 1.5922 0.8904
H 1.7632 -0.1784 0.9360
H 4.1671 -0.1310 0.5230
H 5.6079 -0.2877 1.5108
H 3.8691 -2.4603 0.3902
H 5.5662 -2.4948 0.8204
H 4.3600 -2.6860 2.0874
H 4.8026 3.6078 2.7558
H 5.2059 2.0067 3.3596
H 6.5852 3.4275 1.2219
H 6.9402 1.8272 1.8526
H 5.8006 1.9963 0.5344
H -3.1416 0.9619 2.5430
H -1.9241 2.1941 2.7767
H -0.5877 2.3063 0.8031
H -2.9598 2.6704 0.9181
H -2.4319 2.6570 -0.7470
H -5.3798 0.3763 -0.1213
H -4.9885 1.6330 1.0597
H -4.7736 3.3148 -0.7929
H -6.3618 2.5848 -0.7526
H -5.1833 2.0577 -1.9771
H 0.5523 1.1011 -0.7536
H -0.9318 1.3910 -1.6229
C -5.2008 4.7609 -4.7996
C -4.4487 5.4865 -3.7113
O -4.3905 5.0538 -2.5821
C -3.7831 6.7820 -4.1000
H -5.6411 3.8490 -4.4033
H -5.9891 5.4010 -5.1987
H -4.5267 4.5177 -5.6228
H -4.5275 7.4850 -4.4772
H -3.0610 6.6075 -4.8996
H -3.2795 7.2132 -3.2386
C 6.4825 -0.1821 -2.8162
C 7.4754 -0.0797 -1.6836
O 7.1227 0.1604 -0.5509
C 8.9251 -0.2865 -2.0358
H 5.4758 -0.0114 -2.4408
H 6.7152 0.5560 -3.5852
H 6.5424 -1.1694 -3.2775
H 9.2377 0.4481 -2.7798
H 9.0666 -1.2773 -2.4711
H 9.5399 -0.1878 -1.1452
```

Computed properties:
Total charge   +1
LUMO   -0.089 hartree
DFT total energy   -4790.25168 Ha
HOMO-LUMO gap   9.25 eV


# 2
Formula: C31H35BGeIrO2Sb2Se4
Source: OMol25
Level of theory: wB97M-V/def2-TZVPD

Geometry as XYZ:
```
77
C31H35BGeIrO2Sb2Se4 (wB97M-V/def2-TZVPD)
Ir -1.8833 -2.0863 -0.0926
Se -2.1874 -5.9978 -3.2582
Sb -3.6458 -4.3564 -2.1029
Se -2.8078 -4.2106 0.4269
Se -2.8052 -1.0116 -1.9801
Se -5.9089 -5.3201 -1.8411
C -4.6479 -1.3512 3.8122
Ge -3.8088 -0.3529 2.2917
C -3.7305 1.5881 2.7950
C -5.0572 -0.5554 0.7576
C -2.0204 -1.1423 2.0143
H -5.6531 -0.9888 4.0078
H -4.0629 -1.2461 4.7217
H -4.7179 -2.4088 3.5661
H -4.7234 1.9687 3.0241
H -3.3142 2.1766 1.9830
H -3.0998 1.7358 3.6679
H -6.0447 -0.1816 1.0236
H -5.1426 -1.6058 0.4770
H -4.6972 -0.0044 -0.1087
H -1.9590 -2.0998 2.5420
C 1.7432 3.0972 -0.1265
C 2.5348 1.9343 0.3847
C 3.7021 2.1654 1.1007
C 4.4723 1.1173 1.5723
C 4.0764 -0.1808 1.3226
C 2.9178 -0.4157 0.6041
C 2.1336 0.6233 0.1315
Sb 0.2151 0.3225 -0.8703
C 1.0882 1.1580 -2.6932
C 2.4489 1.0123 -2.8953
C 3.0952 1.6564 -3.9349
C 2.3671 2.4454 -4.8059
C 1.0028 2.5752 -4.6230
C 0.3489 1.9530 -3.5668
C -1.1229 2.1434 -3.3887
C 0.5062 -1.8345 -1.2317
C 0.5387 -2.6277 -0.0653
C 0.6909 -4.0153 -0.1438
C 0.7196 -4.6357 -1.3783
C 0.6249 -3.8662 -2.5284
C 0.5383 -2.4773 -2.4794
C 0.5289 -1.7070 -3.7645
H 2.0742 4.0210 0.3460
H 0.6779 2.9631 0.0676
H 1.8676 3.1919 -1.2073
H 3.9976 3.1827 1.3228
H 5.3713 1.3164 2.1386
H 4.6562 -1.0148 1.6993
H 2.6217 -1.4383 0.4106
H 3.0265 0.3948 -2.2187
H 4.1618 1.5369 -4.0639
H 2.8542 2.9528 -5.6292
H 0.4290 3.1752 -5.3162
H -1.5336 2.7631 -4.1844
H -1.3442 2.6138 -2.4266
H -1.6401 1.1826 -3.3959
H 0.5827 -2.1595 0.9157
H 0.7518 -4.5953 0.7676
H 0.7889 -5.7115 -1.4565
H 0.5864 -4.3747 -3.4824
H 0.3589 -2.3715 -4.6093
H 1.4904 -1.2057 -3.8998
H -0.2465 -0.9410 -3.7610
O -0.8385 1.1548 2.0810
B -0.8464 -0.2531 2.3014
O 0.3636 -0.6107 2.9623
C 0.9833 0.5498 3.2462
C 2.1434 0.7658 3.9574
C 2.5323 2.0866 4.1651
C 1.7773 3.1431 3.6837
C 0.6121 2.9313 2.9551
C 0.2408 1.6241 2.7293
H 2.7160 -0.0601 4.3479
H 3.4433 2.2873 4.7164
H 2.0892 4.1582 3.8838
H -0.0018 3.7480 2.6059
```

Computed properties:
⟨S²⟩   0.871
Total charge   -2
Multiplicity   2
LUMO (spin up / spin down)   0.116 / 0.120 hartree
DFT total energy   -13645.19376 Ha
HOMO-LUMO gap (spin up / spin down)   4.04 / 4.15 eV


# 3
Formula: C2H5N3O
Source: OMol25
Level of theory: wB97M-V/def2-TZVPD

Geometry as XYZ:
```
11
C2H5N3O (wB97M-V/def2-TZVPD)
C 2.0944 -0.0963 -0.3126
C 0.7894 -0.3998 -0.1858
N -0.2576 0.5620 -0.1953
N -0.3630 1.6929 0.0097
N -2.6855 -0.1281 0.0455
O -1.4956 -0.5801 -0.3057
H 2.7888 -0.8595 -0.2897
H 2.4765 0.9749 -0.3727
H 0.3431 -1.4491 -0.0526
H -2.7352 0.4151 0.8266
H -3.1595 0.6124 -0.5451
```

Computed properties:
Total charge   0
Energy relative to the best compared isomer or geometry (same formula, charge and spin)   153.2 kcal/mol
LUMO   -0.001 hartree
DFT total energy   -318.50630 Ha
HOMO-LUMO gap   8.41 eV


# 4
Formula: C2H2I2P2S2
Source: OMol25
Level of theory: wB97M-V/def2-TZVPD

Geometry as XYZ:
```
10
C2H2I2P2S2 (wB97M-V/def2-TZVPD)
C 0.0388 -0.8033 1.1055
C 0.6912 0.3476 1.1376
P -1.5778 0.6793 -1.8365
P -0.2014 1.9428 1.3645
S 0.3688 0.1242 -2.0947
S -1.6648 1.8211 -0.0844
I 2.7445 0.5697 0.7073
I 0.2022 -2.2386 -2.6283
H 0.4530 -1.6228 0.8095
H -1.0546 -0.8200 1.5193
```

Computed properties:
Total charge   0
Energy relative to the best compared isomer or geometry (same formula, charge and spin)   49.5 kcal/mol
LUMO (spin up / spin down)   -0.060 / -0.070 hartree
DFT total energy   -2151.81320 Ha
HOMO-LUMO gap (spin up / spin down)   6.31 / 6.13 eV


# 5
Formula: C3H11N2O
Source: OMol25
Level of theory: wB97M-V/def2-TZVPD

Geometry as XYZ:
```
17
C3H11N2O (wB97M-V/def2-TZVPD)
C -1.3366 -0.2292 -0.7671
C -0.5135 0.1061 0.4504
C -0.7927 0.9067 1.4774
N -1.8963 1.7541 1.3707
N 0.9210 -0.2995 0.2352
H -2.2519 0.3645 -0.7751
H -1.6195 -1.2711 -0.8784
H -0.8317 0.1268 -1.6695
H -0.2227 1.1165 2.3783
H -2.0854 2.1158 0.4630
H -2.1624 2.2968 2.1793
H 1.4867 -0.0787 1.0543
H 1.3200 0.2366 -0.5388
H 1.0134 -1.2821 -0.0488
H 2.5433 -2.1660 -2.2785
H 3.6555 -1.6397 -1.3061
O 2.7728 -2.0578 -1.3463
```

Computed properties:
Total charge   +1
Energy relative to the best compared isomer or geometry (same formula, charge and spin)   38.5 kcal/mol
LUMO   -0.123 hartree
DFT total energy   -305.39135 Ha
HOMO-LUMO gap   9.37 eV


# 6
Formula: C6H16NO
Source: OMol25
Level of theory: wB97M-V/def2-TZVPD

Geometry as XYZ:
```
24
C6H16NO (wB97M-V/def2-TZVPD)
C -0.8278 -0.8871 -2.2569
C -0.7306 -1.1607 -0.7629
C -2.0574 -0.8321 -0.0961
N -0.4668 -2.5862 -0.4553
H -1.0255 0.1759 -2.4217
H 0.1231 -1.0717 -2.7634
H -1.6526 -1.4075 -2.7691
H 0.1014 -0.5973 -0.2790
H -1.9870 -0.9923 0.9850
H -2.3772 0.1924 -0.3114
H -2.8821 -1.4808 -0.4281
H 0.5000 -2.8358 -0.6224
H -1.0069 -3.2383 -1.0165
C 0.8638 1.9248 0.0717
O 1.2514 0.8231 -0.6066
C 1.6208 2.0348 1.4245
C 1.4949 0.7438 2.2075
H -0.2295 1.9582 0.3610
H 0.9972 2.8725 -0.5252
H 1.3462 2.9441 1.9797
H 2.6555 2.1957 1.0893
H 1.8575 0.8238 3.2410
H 1.9902 -0.0539 1.6541
H 0.4414 0.4545 2.3008
```

Computed properties:
Total charge   -1
Energy relative to the best compared isomer or geometry (same formula, charge and spin)   8.2 kcal/mol
LUMO   0.148 hartree
DFT total energy   -368.18005 Ha
HOMO-LUMO gap   6.58 eV


# 7
Formula: C37H31Cl3N6O12
Source: OMol25
Level of theory: wB97M-V/def2-TZVPD

Geometry as XYZ:
```
89
C37H31Cl3N6O12 (wB97M-V/def2-TZVPD)
C 4.5216 4.2972 3.7016
C 4.4050 5.6445 3.4173
C 4.3795 6.1261 2.1230
C 4.5377 5.1777 1.1429
C 4.5913 3.8294 1.3675
C 4.5422 3.3431 2.7119
N 4.6519 5.6738 -0.2517
O 5.1731 6.7940 -0.4286
O 4.2883 4.9605 -1.1480
H 4.6508 3.8816 4.7105
H 4.2724 6.3848 4.2471
H 4.3612 7.1723 1.8281
H 4.7317 3.2707 0.4464
H 4.3961 2.2458 2.8903
C -3.4157 -3.1075 -3.5584
C -3.8998 -1.9522 -2.9769
C -3.1205 -0.7545 -3.0784
C -1.8125 -0.8554 -3.5299
C -1.2543 -2.0675 -3.9330
C -2.1262 -3.1786 -4.0008
N -0.9197 0.3389 -3.5054
O -1.3912 1.4399 -3.1759
O 0.2713 0.2077 -3.6739
H -4.0127 -3.9419 -3.7271
H -4.8840 -1.8943 -2.5991
H -3.4650 0.2033 -2.7999
H -0.2367 -2.1445 -4.3733
H -1.7937 -4.1088 -4.4487
C -5.5634 -3.1318 1.7361
C -4.9827 -4.3095 1.3299
C -3.7810 -4.6701 1.9593
C -3.2994 -3.9522 3.0446
C -3.9030 -2.7381 3.4602
C -5.0530 -2.3109 2.8320
N -2.0426 -4.3606 3.6933
O -1.3093 -5.1954 3.1363
O -1.8722 -3.8953 4.8200
H -6.4838 -2.7814 1.2433
H -5.3744 -4.9509 0.5000
H -3.2625 -5.5893 1.6507
H -3.3491 -2.2756 4.2788
H -5.5150 -1.4166 3.1880
C -1.6257 -1.6145 0.7043
C -0.7896 -1.8256 -0.3982
C 0.4021 -1.1484 -0.4718
C 0.6251 -0.1366 0.4385
C -0.1906 0.1317 1.5052
C -1.2838 -0.7136 1.6683
N 1.8394 0.7213 0.2878
O 1.9255 1.4866 -0.6656
O 2.6700 0.6485 1.1930
H -2.5768 -2.1508 0.7457
H -1.1032 -2.7002 -1.0029
H 1.0768 -1.3323 -1.2977
H 0.1209 0.7964 2.2555
H -1.9685 -0.5113 2.5180
C -1.6539 3.0685 -0.1214
C -1.1903 3.8227 -1.1562
C -1.9242 4.9470 -1.5002
C -3.0795 5.2296 -0.8411
C -3.6599 4.3584 0.1192
C -2.9241 3.2596 0.4836
N -3.8071 6.5488 -1.1192
O -3.3207 7.3760 -1.8901
O -4.8537 6.7661 -0.4756
H -1.2039 2.1206 0.1579
H -0.2454 3.5814 -1.7075
H -1.5632 5.6864 -2.1960
H -4.6015 4.6455 0.5603
H -3.1334 2.6236 1.3434
C 5.9533 -5.6473 -2.3667
C 5.3069 -5.3205 -1.1396
C 3.9232 -4.9994 -1.0668
C 3.2704 -4.9146 -2.3054
C 3.9228 -5.0355 -3.5475
C 5.2309 -5.4926 -3.5081
N 1.7905 -4.5684 -2.3382
O 1.2618 -4.5898 -3.4081
O 1.2159 -4.1749 -1.3057
H 6.9571 -5.9865 -2.3204
H 5.9522 -5.3750 -0.2595
H 3.4651 -4.8219 -0.0986
H 3.3042 -4.9730 -4.4788
H 5.5806 -5.7647 -4.4954
C 1.1385 4.1609 3.8080
Cl 1.3945 2.4569 3.8172
Cl 1.1396 4.8754 5.3803
Cl -0.4027 4.5143 2.9710
H 1.9835 4.5625 3.2754
```

Computed properties:
Total charge   0
Energy relative to the best compared isomer or geometry (same formula, charge and spin)   41.5 kcal/mol
SMILES   O=[N+]([O-])c1ccccc1.O=[N+]([O-])c1ccccc1.O=[N+]([O-])c1ccccc1.O=[N+]([O-])c1ccccc1.O=[N+]([O-])c1ccccc1.O=[N+]([O-])c1ccccc1.ClC(Cl)Cl
LUMO   -0.032 hartree
DFT total energy   -4039.89948 Ha
HOMO-LUMO gap   8.90 eV


# 8
Formula: C22H19BrN4O2
Source: OMol25
Level of theory: wB97M-V/def2-TZVPD

Geometry as XYZ:
```
48
C22H19BrN4O2 (wB97M-V/def2-TZVPD)
O 4.5797 -3.5058 4.5496
Br -7.6283 4.1236 -4.6657
N -2.1760 -0.6014 -2.6409
N 5.2914 -0.8901 2.1742
O 1.3164 -0.1342 2.8634
C 5.1882 -2.8211 3.7270
C -2.4570 -0.2445 -1.4076
C 4.7197 0.1374 1.5574
C 4.5669 -1.6797 3.0162
C -3.4725 3.8458 -4.0385
C -4.7784 4.3283 -4.3347
C 3.3950 0.4329 1.7839
C 3.2281 -1.4121 3.2914
C -0.8078 0.1399 1.9866
C 0.8414 -0.6820 0.4713
C -1.7316 0.2257 0.9752
C -0.1081 -0.6759 -0.5592
C -3.3432 2.5543 -3.4672
C -5.7267 2.1701 -3.6317
C -5.8804 3.4901 -4.1884
C 2.6623 -0.3502 2.6525
C 0.4795 -0.2570 1.7734
C -1.4258 -0.1823 -0.3332
C -4.4603 1.7012 -3.2608
N 6.5614 -3.0883 3.5308
N -3.3011 -0.4546 -3.3919
C 7.3429 -4.0615 4.3306
C -3.8968 0.2219 -1.2764
C -4.3619 0.2918 -2.7221
H 5.2864 0.7250 0.8363
H -2.5832 4.4487 -4.2630
H -4.9532 5.3523 -4.6918
H 2.9085 1.2653 1.2743
H 2.6748 -2.0236 3.9902
H -1.0228 0.4732 3.0070
H 1.8483 -1.0772 0.2889
H -2.7120 0.5861 1.2536
H 0.2221 -1.0441 -1.5271
H -2.3692 2.1962 -3.2258
H -6.5816 1.5579 -3.4901
H 7.0454 -2.4370 2.8869
H -3.2299 -0.2891 -4.4067
H 6.9151 -5.0867 4.2152
H 7.3395 -3.7635 5.4032
H 8.3613 -4.0505 4.0144
H -4.4696 -0.4810 -0.7039
H -3.9507 1.2125 -0.8346
H -5.3458 -0.1865 -2.7918
```

Computed properties:
Total charge   0
Energy relative to the best compared isomer or geometry (same formula, charge and spin)   0.0 kcal/mol
SMILES   CNC(=O)c1cc(Oc2ccc(C3=NN[C@H](c4cccc(Br)c4)C3)cc2)ccn1
LUMO   0.005 hartree
DFT total energy   -3793.23989 Ha
HOMO-LUMO gap   7.86 eV